1.
This record from the Open Molecules 2025 dataset describes an isolated molecule of C4H8O. The level of theory is wB97M-V/def2-TZVPD.

```
13
Properties=species:S:1:pos:R:3:forces:R:3
C -1.3631 0.2928 0.5315 0.05 -0.22 -0.04
C -0.0615 0.0905 -0.2984 -0.11 0.16 0.00
C 0.6801 -1.2721 -0.5022 -0.08 0.01 0.12
C 0.9141 1.1353 0.2201 -0.11 0.30 0.07
O 0.5643 2.1318 0.8037 0.35 -0.23 -0.18
H -2.1908 -0.3355 0.1950 0.20 -0.10 -0.02
H -1.2271 0.1614 1.6113 0.15 -0.23 -0.23
H -1.6766 1.3415 0.4210 0.15 -0.40 -0.10
H -0.3387 0.4106 -1.3115 0.14 0.17 0.06
H 0.9915 -1.3818 -1.5519 -0.19 0.11 0.29
H 0.0986 -2.1652 -0.2579 -0.17 0.28 0.04
H 1.6134 -1.3456 0.0743 -0.31 0.16 0.09
H 1.9957 0.9364 0.0648 -0.07 -0.01 -0.09
```
Forces are in eV/Å.

Output
ΔE to the lowest compared entry with this formula, charge and spin ... 0.579 eV
SMILES ... CC(C)C=O

2.
This record from the Open Molecules 2025 dataset describes a structure of composition C37H44NO2SeTi. The level of theory is wB97M-V/def2-TZVPD.

```
86
Properties=species:S:1:pos:R:3:forces:R:3
Ti -0.0214 -0.3885 -0.2009 -0.02 -0.41 0.33
C -2.5827 5.4197 -4.0553 0.03 0.03 -0.02
C -3.6893 4.7381 -3.2399 0.01 -0.04 0.04
C -4.1218 5.6582 -2.0899 -0.02 0.04 0.02
C -4.8907 4.5017 -4.1525 -0.04 0.00 -0.04
C -3.1463 3.4360 -2.6542 0.06 0.06 0.03
C -2.0268 3.4806 -1.8141 -0.09 -0.01 -0.07
C -1.5322 2.3099 -1.2945 -0.13 0.10 -0.13
Se 0.0322 2.3297 -0.1827 0.07 -0.08 0.30
C 1.3988 2.1980 -1.5346 0.09 0.11 -0.14
C 1.7886 3.3199 -2.2247 0.07 -0.03 -0.08
C 2.7609 3.2052 -3.2252 -0.05 0.03 0.02
C 3.2957 1.9506 -3.4631 0.00 -0.10 0.03
C 2.9412 0.7766 -2.7716 0.09 0.27 -0.18
C 1.9722 0.9505 -1.8017 -0.34 -0.45 0.35
O 1.4822 -0.1001 -1.0327 0.32 0.33 -0.49
C 3.6173 -0.5346 -3.1982 -0.04 0.07 0.06
C 3.2698 -1.7473 -2.3322 -0.03 -0.09 0.05
C 3.1914 -0.8362 -4.6418 0.00 -0.03 -0.06
C 5.1422 -0.3559 -3.1423 0.02 -0.01 0.00
C 3.1810 4.4502 -4.0036 0.00 -0.04 0.05
C 3.7173 5.4994 -3.0200 0.02 0.05 0.01
C 4.2708 4.1466 -5.0294 0.04 0.00 -0.06
C 1.9579 5.0140 -4.7386 -0.03 0.02 -0.02
C -2.1411 1.0816 -1.5715 0.37 -0.50 0.22
O -1.5377 -0.0163 -0.9721 -0.38 0.27 -0.35
C -3.2518 0.9746 -2.3857 -0.08 0.30 -0.18
C -3.7110 2.1993 -2.9104 -0.01 -0.14 0.04
C -3.9839 -0.3046 -2.8149 0.06 0.06 0.05
C -5.4810 -0.1499 -2.5094 -0.04 -0.02 0.01
C -3.5073 -1.5842 -2.1244 0.02 -0.06 0.02
C -3.7844 -0.4738 -4.3276 -0.01 -0.03 -0.06
H -2.9596 6.3437 -4.4958 -0.01 0.01 0.00
H -2.2346 4.7746 -4.8641 -0.01 -0.01 0.00
H -1.7220 5.6792 -3.4365 0.00 0.00 0.01
H -4.5155 6.5946 -2.4880 0.00 0.00 -0.01
H -3.2896 5.9066 -1.4297 0.02 -0.01 0.00
H -4.9020 5.1918 -1.4863 -0.01 -0.01 -0.01
H -5.2370 5.4588 -4.5431 -0.01 0.00 0.00
H -5.7263 4.0439 -3.6200 0.00 0.01 0.02
H -4.6395 3.8710 -5.0076 0.03 0.00 0.00
H -1.5533 4.4241 -1.5770 0.02 0.01 0.02
H 1.3431 4.2796 -1.9982 -0.01 0.01 0.02
H 4.0391 1.8545 -4.2397 0.01 0.01 0.01
H 2.2171 -2.0213 -2.4042 -0.01 0.01 -0.03
H 3.5113 -1.5929 -1.2806 0.03 0.03 0.00
H 3.8587 -2.5957 -2.6861 -0.02 0.01 -0.01
H 2.1111 -0.9755 -4.7159 -0.01 0.00 0.03
H 3.6748 -1.7518 -4.9866 0.01 -0.01 0.01
H 3.4742 -0.0338 -5.3235 0.00 0.00 0.00
H 5.4740 -0.1080 -2.1332 -0.01 0.00 0.02
H 5.4991 0.4203 -3.8173 0.00 0.02 -0.01
H 5.6224 -1.2897 -3.4372 0.01 0.00 0.00
H 4.5718 5.1156 -2.4605 0.01 -0.02 -0.01
H 2.9595 5.8154 -2.3017 -0.02 -0.02 0.00
H 4.0404 6.3879 -3.5643 0.00 0.00 -0.01
H 5.1765 3.7562 -4.5615 0.00 0.01 0.03
H 4.5408 5.0669 -5.5478 0.00 0.00 0.00
H 3.9383 3.4330 -5.7858 -0.03 0.00 0.01
H 1.1580 5.2835 -4.0469 -0.01 0.01 0.01
H 1.5574 4.2896 -5.4499 0.01 -0.02 0.00
H 2.2351 5.9138 -5.2895 0.01 0.01 0.00
H -4.5711 2.1583 -3.5615 0.00 0.01 0.00
H -5.6517 0.0058 -1.4431 0.01 0.00 0.01
H -6.0023 -1.0609 -2.8055 -0.01 0.00 0.00
H -5.9383 0.6773 -3.0504 0.00 0.01 -0.01
H -3.5937 -1.5289 -1.0394 -0.01 0.02 0.01
H -2.4782 -1.8383 -2.3765 0.01 0.02 -0.02
H -4.1382 -2.4072 -2.4638 0.01 0.00 0.00
H -4.1662 0.3806 -4.8869 -0.01 0.01 0.00
H -4.3151 -1.3623 -4.6734 -0.01 -0.01 0.01
H -2.7282 -0.5944 -4.5759 0.01 0.01 0.02
N 1.2816 -10.0735 -0.5287 0.01 -0.02 0.00
C 1.0986 -8.9519 -0.3667 -0.04 0.13 0.02
C 0.8679 -7.5411 -0.1749 0.06 -0.22 -0.04
C -0.1402 -7.1159 0.6858 -0.03 0.09 0.01
C -0.3639 -5.7624 0.8561 0.01 -0.10 -0.03
C 0.4269 -4.8368 0.1718 -0.12 0.14 0.10
C 1.4414 -5.2695 -0.6827 0.06 -0.06 -0.02
C 1.6596 -6.6224 -0.8593 -0.01 0.09 0.01
C 0.1897 -3.4372 0.3528 0.07 -0.09 0.03
C -0.0113 -2.2451 0.5222 0.03 0.18 0.04
H -0.7426 -7.8426 1.2118 0.00 -0.01 0.00
H -1.1464 -5.4181 1.5172 0.00 0.02 0.00
H 2.0559 -4.5469 -1.2021 -0.01 0.02 0.01
H 2.4401 -6.9719 -1.5200 0.00 -0.01 0.00
```
Forces are in eV/Å.

Output
Charge ... +1

3.
This record from the Open Molecules 2025 dataset describes a structure of composition C3H7N2O at a distorted geometry. The level of theory is wB97M-V/def2-TZVPD.

```
13
Properties=species:S:1:pos:R:3:forces:R:3
C 2.3242 0.8901 -0.6339 2.53 1.93 -0.84
C -0.0292 -0.0763 -0.3754 -0.90 0.95 1.91
C -1.1530 -0.3705 0.6457 -0.63 0.82 -0.68
N 1.4617 0.8455 0.2506 -1.81 -1.36 1.85
N -2.2509 -1.2197 0.1099 2.41 2.75 1.53
O 0.1282 -0.2107 -1.4883 0.04 -0.73 -2.04
H 3.2689 1.5592 -0.6050 -1.46 -1.56 0.21
H 2.0344 0.3362 -1.4963 0.36 0.00 -1.21
H -1.6179 0.7130 0.9358 1.30 -2.62 -0.56
H -0.5668 -0.7732 1.4787 -0.44 -0.02 0.36
H -3.0720 -0.7719 0.4227 -1.31 -0.52 -0.43
H -2.2019 -2.0398 -0.4508 0.21 -0.23 -0.03
H 1.6744 1.1180 1.2063 -0.29 0.59 -0.06
```
Forces are in eV/Å.

Output
ΔE to the lowest compared entry with this formula, charge and spin ... 3.251 eV
Charge ... +1

4.
This record from the Open Molecules 2025 dataset describes a cluster of 5 separate species, C5H23N3O4 in total at a distorted geometry. The level of theory is wB97M-V/def2-TZVPD.

```
35
Properties=species:S:1:pos:R:3:forces:R:3
C -1.6607 1.5436 -1.0048 0.37 -4.43 -0.25
C -0.3716 1.7957 -0.2568 2.05 2.69 -1.07
C -0.4833 1.7346 1.2477 -0.75 -1.25 -0.12
C -1.0642 0.2979 1.6386 4.42 1.16 3.96
N -0.1150 -0.8676 1.3852 0.00 0.82 0.20
C -0.8536 -2.0787 1.3486 1.54 -2.70 -2.58
N -1.3721 -2.3267 -0.0994 0.27 -1.35 0.50
N -1.2370 0.2537 -1.6913 1.55 -0.17 0.61
H -1.8970 2.0701 -1.8686 -0.17 2.20 -0.92
H -2.6412 1.3192 -0.5008 1.15 0.69 0.44
H 0.0844 2.7504 -0.7124 -0.70 -0.73 1.34
H 0.4623 1.1069 -0.6248 -1.37 0.59 0.66
H 0.4475 1.9044 1.7648 0.45 -0.71 -0.24
H -1.0385 2.5608 1.7009 -0.84 -0.34 -0.34
H -1.0414 0.3392 2.8539 -0.90 -0.08 -2.74
H -1.9959 0.0202 1.2440 -1.34 0.15 -0.49
H 0.8467 -0.8311 0.9194 -2.58 0.25 0.95
H -0.1359 -2.9971 1.4511 -1.32 1.67 0.45
H -1.7327 -2.1478 2.0206 0.95 0.36 0.08
H -2.3060 -1.9870 -0.1744 -0.81 0.72 -0.07
H -1.5316 -3.3351 -0.3106 0.57 0.77 0.59
H -1.9972 -0.3264 -1.8737 -1.68 -1.14 -0.56
H -0.6010 -0.3402 -1.0955 -1.28 1.00 -0.68
H 1.3971 -1.8672 -1.6323 2.21 0.56 0.27
H 2.1942 -1.2325 -0.4303 0.13 -1.00 -0.71
O 2.3517 -1.7111 -1.2791 -2.30 0.21 0.59
H 2.8083 0.0129 -1.2582 0.85 1.77 0.35
H 3.8248 1.0157 -0.3932 -2.04 -0.53 -1.44
O 2.9413 0.9551 -0.8942 1.41 -0.97 0.83
H 2.5137 1.3060 2.5438 -0.83 1.25 1.34
H 1.9478 2.7227 2.6199 -0.01 0.75 -0.34
O 2.0923 1.9686 3.1771 1.17 -1.91 -0.82
H 0.1241 -0.3591 -3.3747 1.09 -3.81 0.38
H -0.4262 -1.8731 -3.0715 2.80 1.57 -1.02
O 0.4659 -1.3969 -3.3692 -4.02 1.96 0.82
```
Forces are in eV/Å.

Output
ΔE to the lowest compared entry with this formula, charge and spin ... 3.744 eV
SMILES ... NCCCCNCN.O.O.O.O

no.,HOMO (eV)
1,-9.8
2,-11.7
3,-13.7
4,-8.8